[1]
Below is a cluster of 2 separate species, C4H8O2 in total at a distorted geometry, with properties calculated with ωB97M-V/def2-TZVPD.

```
! wB97M-V def2-TZVPD RIJCOSX def2/J DEFGRID3
* xyz 0 1
O 1.654 2.187 -0.037
C 0.648 -0.218 -0.362
C 0.064 -1.395 0.397
C -1.362 -0.869 0.240
C -0.807 0.517 0.092
O -1.325 1.584 0.296
H 1.678 2.172 -0.998
H 1.702 -0.014 -0.121
H 0.619 -0.324 -1.457
H 0.389 -1.295 1.440
H 0.280 -2.389 0.020
H -1.757 -1.113 -0.753
H -2.106 -1.043 1.016
H 0.754 1.883 0.142
*
```

The calculation puts the orbital gap at 0.3915 hartree. As for the HOMO energy: -9.96 eV. Its SMILES is O=C1CCC1.O. For the LUMO energy, the calculation gives 0.6904 eV. For the relative energy (zero: lowest compared OMol25 entry of this formula, charge and spin), the calculation gives 2.3165 eV.

[2]
Below is an isolated molecule of C4H8O2, with properties calculated with ωB97M-V/def2-TZVPD.

```
! wB97M-V def2-TZVPD RIJCOSX def2/J DEFGRID3
* xyz 0 1
O 1.211 -1.236 0.076
C 1.308 0.015 -0.662
C 0.578 1.065 0.067
C -0.908 0.995 0.214
C -0.916 -0.325 0.807
O -1.475 -1.381 0.186
H 1.062 -1.968 -0.529
H 0.917 -0.133 -1.683
H 2.375 0.267 -0.746
H 1.124 1.590 0.851
H -1.488 1.018 -0.719
H -1.259 1.737 0.925
H -0.543 -0.583 1.787
H -1.986 -1.060 -0.573
*
```

The calculation puts the orbital gap (spin up / spin down) at 0.2668 / 0.2840 hartree. As for the HOMO energy (spin up / spin down): -6.63 / -7.02 eV. For the LUMO energy (spin up / spin down), the calculation gives 0.6338 / 0.7093 eV. For the relative energy (zero: lowest compared OMol25 entry of this formula, charge and spin), the calculation gives 4.5345 eV.

[3]
Below is an isolated molecule of C4H8O2 at a distorted geometry, with properties calculated with ωB97M-V/def2-TZVPD.

```
! wB97M-V def2-TZVPD RIJCOSX def2/J DEFGRID3
* xyz 0 1
C -1.177 0.202 -0.268
C 1.816 -0.446 -0.311
C -0.140 1.071 0.256
C 1.094 0.583 0.490
O -0.911 -1.121 0.748
O -2.420 0.772 -0.207
H -3.079 0.183 -0.592
H -1.483 -1.891 0.616
H -0.950 -0.266 -1.233
H -0.513 1.907 0.831
H 1.713 1.119 1.201
H 2.331 -1.138 0.353
H 1.147 -1.016 -0.947
H 2.570 0.043 -0.936
*
```

The calculation puts the orbital gap at 0.3663 hartree. As for the HOMO energy: -9.28 eV. Its SMILES is C/C=C\C(O)O. For the LUMO energy, the calculation gives 0.6875 eV. For the relative energy (zero: lowest compared OMol25 entry of this formula, charge and spin), the calculation gives 2.5369 eV.

[4]
Below is an isolated molecule of C4H8O2 at a distorted geometry, with properties calculated with ωB97M-V/def2-TZVPD.

```
! wB97M-V def2-TZVPD RIJCOSX def2/J DEFGRID3
* xyz 0 1
C -1.515 1.008 0.203
C -0.075 0.869 -0.189
O 0.781 0.451 0.876
C 1.063 -0.928 0.739
C 1.025 -1.184 -0.763
O 0.214 -1.871 -1.341
H -1.888 0.036 0.550
H -1.659 1.762 0.972
H -2.065 1.275 -0.706
H 0.374 1.757 -0.642
H 0.332 -1.563 1.256
H 2.070 -1.123 1.129
H 1.774 -0.563 -1.308
H -0.159 0.091 -0.962
*
```

The calculation puts the orbital gap at 0.3954 hartree. As for the HOMO energy: -9.91 eV. Its SMILES is CCOCC=O. For the LUMO energy, the calculation gives 0.8495 eV. For the relative energy (zero: lowest compared OMol25 entry of this formula, charge and spin), the calculation gives 2.4567 eV.

[5]
Below is a cluster of 2 separate species, C4H8O2 in total at a distorted geometry, with properties calculated with ωB97M-V/def2-TZVPD.

```
! wB97M-V def2-TZVPD RIJCOSX def2/J DEFGRID3
* xyz 0 1
O -0.019 0.559 -0.973
C -1.011 0.695 0.035
C -1.405 -0.757 -0.177
C 0.073 -0.770 0.089
O 2.478 0.674 -0.727
C -0.052 0.285 1.162
H 1.537 0.860 -0.938
H -1.668 1.552 -0.036
H -1.686 -0.981 -1.204
H -2.005 -1.251 0.575
H 0.737 -1.653 0.103
H 2.671 -0.059 -1.325
H 0.829 0.907 1.308
H -0.480 -0.059 2.107
*
```

The calculation puts the orbital gap at 0.4006 hartree. As for the HOMO energy: -9.97 eV. For the LUMO energy, the calculation gives 0.9299 eV. For the relative energy (zero: lowest compared OMol25 entry of this formula, charge and spin), the calculation gives 4.1988 eV.

[6]
Below is an isolated molecule of C4H8O2 at a distorted geometry, with properties calculated with ωB97M-V/def2-TZVPD.

```
! wB97M-V def2-TZVPD RIJCOSX def2/J DEFGRID3
* xyz 0 1
C -1.632 1.413 -0.212
C -0.767 -1.325 -0.046
C 0.119 -0.138 0.007
O -0.372 1.056 0.089
C 1.588 -0.268 0.302
O 2.400 0.589 -0.474
H -1.824 2.438 0.074
H -1.793 -0.999 0.172
H -2.014 1.056 -1.164
H -0.781 -1.889 -0.986
H -0.444 -2.046 0.722
H 1.780 -0.124 1.384
H 1.900 -1.286 0.037
H 2.071 1.488 -0.316
*
```

The calculation puts the orbital gap (spin up / spin down) at 0.3120 / 0.2756 hartree. As for the HOMO energy (spin up / spin down): -7.80 / -6.98 eV. For the LUMO energy (spin up / spin down), the calculation gives 0.6901 / 0.5202 eV. For the relative energy (zero: lowest compared OMol25 entry of this formula, charge and spin), the calculation gives 4.4321 eV.